{"formula": "C22H25Cl2N3O4", "method": "ωB97M-V/def2-TZVPD", "symbols": ["H", "H", "N", "H", "H", "H", "H", "H", "C", "H", "N", "H", "Cl", "H", "O", "O", "C", "H", "C", "C", "H", "C", "H", "C", "C", "H", "C", "H", "C", "H", "H", "H", "C", "C", "H", "O", "O", "C", "H", "C", "H", "N", "H", "C", "C", "H", "Cl", "C", "H", "C", "C", "C", "H", "C", "C", "C"], "xyz": [[-3.6477, -4.7821, 3.4139], [-2.2435, -6.7045, 3.3337], [0.2153, -4.4500, 0.7946], [0.0116, 1.1446, -2.0274], [-5.2489, -1.6451, -0.4819], [2.9352, 7.6667, 0.1529], [-0.2853, -2.9873, -0.4887], [0.8493, -4.5896, 1.5742], [-0.9573, -5.0814, 0.5961], [3.6001, 6.9801, -2.1557], [0.4736, -3.2588, 0.1227], [-0.2556, -6.8014, 1.6877], [-0.5929, -1.2839, 2.5435], [-1.8736, -6.9505, 0.9704], [-2.3095, -3.5435, 2.4679], [2.2121, -2.8511, 1.4649], [0.7702, 0.7125, -1.3968], [3.0553, 3.1085, -1.3634], [-1.8345, -5.8351, 2.8187], [-2.7986, -2.5729, 1.6650], [2.8892, 9.0350, -0.9593], [2.8992, 0.8782, -0.2892], [2.3978, 5.3341, -0.7186], [1.4557, -2.4481, 0.5943], [-1.1924, -6.2792, 1.4955], [-3.4780, -5.0614, 1.6567], [1.5698, -1.1171, -0.0432], [-1.7761, 0.5369, 0.7292], [-3.9719, -2.6281, 0.9206], [1.3897, 8.2472, -0.4671], [3.4586, -0.8167, 0.8934], [-4.6104, -3.4943, 0.9683], [2.5464, 7.1228, -1.9031], [-2.0279, -1.4017, 1.5880], [1.4980, 5.2333, -3.6434], [0.3002, 3.1388, -2.8763], [-1.7438, -4.7092, -0.2579], [2.0242, 4.8100, -2.7872], [2.0543, 7.5621, -2.7730], [0.5983, -0.5505, -0.8661], [-1.0873, -5.3707, 3.4640], [2.1692, 2.7077, -1.6404], [-0.3172, -1.0741, -1.0963], [-4.3422, -1.5787, 0.0973], [1.9277, 1.4383, -1.1207], [0.8563, 5.9083, -1.3531], [-3.9989, 0.8594, -1.0154], [-2.9413, -4.8081, 2.5746], [3.0737, 4.6703, -3.0568], [1.9114, 5.7681, -1.5964], [2.4334, 8.0772, -0.7209], [-2.3912, -0.3471, 0.7745], [3.7974, 1.4361, -0.0627], [2.7171, -0.3777, 0.2435], [-3.5499, -0.4474, 0.0183], [1.3855, 3.4714, -2.4633]], "homo_energy_ha": -0.3062, "smiles": "CCCCC(=O)Nc1ccc(C(=O)NNC(=O)CCCOc2ccc(Cl)cc2Cl)cc1", "multiplicity": 1, "de_lowest_kj_mol": 6.2, "lumo_energy_ev": 0.611}



{"formula": "C22H40FNbO7P", "method": "ωB97M-V/def2-TZVPD", "symbols": ["O", "H", "H", "H", "H", "H", "C", "F", "H", "H", "C", "H", "C", "H", "H", "H", "H", "O", "C", "H", "H", "Nb", "C", "H", "C", "O", "C", "C", "H", "C", "H", "H", "H", "H", "H", "C", "H", "H", "C", "H", "C", "H", "C", "H", "H", "C", "H", "O", "H", "C", "H", "H", "C", "O", "H", "C", "H", "O", "P", "C", "H", "C", "C", "H", "H", "O", "C", "H", "H", "H", "H", "C"], "xyz": [[1.2482, 0.2681, -2.4421], [1.8425, 3.4837, -0.5715], [-4.8558, 3.4202, 1.2764], [-2.4662, -1.0512, -1.8765], [3.3012, -2.2760, -2.8976], [-1.7252, -3.6132, -0.1295], [-3.7322, 3.5331, -1.0588], [1.6575, 1.1367, 0.3269], [-3.9316, 5.5914, -0.2510], [2.5727, -5.9822, 1.3733], [-4.0843, 4.2172, 1.4746], [-0.4769, -2.5141, -1.9853], [1.6573, -5.4571, 1.0230], [-4.7782, 3.1383, -0.9761], [-4.0383, 0.5697, -1.2890], [-2.1244, 4.7183, 3.9359], [3.3603, -1.1259, 3.1855], [1.6231, -0.8616, 3.9376], [-1.9383, -0.0687, -1.6817], [-1.6875, 2.7004, -0.9466], [1.9545, 3.7948, -4.2235], [1.1077, -0.6391, -0.6112], [-3.0742, 1.0305, -1.6431], [-3.4851, 3.9899, -2.0497], [0.3780, -5.7648, 1.6715], [1.7845, 3.7494, -1.5076], [1.2397, -0.3977, 2.6012], [2.2021, 2.6074, -2.3102], [-1.3336, 0.1116, -2.6111], [2.7762, -0.1713, 3.1058], [3.0085, 0.6124, 3.8621], [0.2845, -7.8650, 2.4677], [0.2264, 1.8785, -1.5900], [-2.3073, 5.6168, 2.3592], [0.5777, 0.5370, 2.5023], [-2.7421, 2.3280, -0.8305], [2.6835, -4.1521, -0.5601], [-2.3572, 4.8079, 0.1305], [0.5013, -3.7864, -0.4293], [0.3986, 1.8977, -3.3894], [2.7127, 3.1891, -3.6665], [0.0813, -1.9944, 1.7519], [-2.1638, 4.5968, 2.8233], [-2.8348, 2.0505, 0.2641], [1.4119, -6.6677, 3.3614], [1.0829, -1.5897, 1.4544], [1.2559, -2.9930, -2.3330], [3.8523, -2.4914, -2.1227], [-1.1988, 0.5574, 0.4045], [-1.1040, -0.2601, -0.3603], [3.5482, 3.9067, -3.4112], [3.1755, 2.3659, -4.2669], [1.7526, -4.4655, -0.0383], [4.3056, -1.9673, 0.4831], [1.9448, -2.2647, 1.6747], [0.5417, -2.6745, -1.5332], [-1.1572, 4.2445, 2.4533], [4.3850, -0.1038, -1.3570], [3.6152, -1.3328, -0.9080], [-0.7905, -4.1265, 0.1914], [5.0785, -1.4044, 0.6926], [0.9460, 1.6679, -2.4216], [-0.8812, -5.1239, 1.2573], [-1.5160, -1.1852, 0.1500], [-0.3539, -6.5147, 3.5941], [-3.1328, 3.6450, 2.3753], [0.4269, -6.8241, 2.8444], [-1.8525, -5.3644, 1.7429], [-4.6516, 5.0881, 1.9190], [-3.2624, 1.3529, -2.7143], [3.0012, 2.0543, -1.7555], [-3.4665, 4.6164, 0.0787]], "homo_energy_ha": -0.1904, "multiplicity": 1, "total_charge": -1, "lumo_energy_ev": 1.994}



{"formula": "C7H11N2O", "method": "ωB97M-V/def2-TZVPD", "symbols": ["H", "H", "H", "H", "N", "H", "H", "H", "C", "C", "H", "C", "N", "O", "H", "C", "C", "C", "H", "H", "C"], "xyz": [[2.8179, -0.5385, 2.3079], [-0.4683, -0.6607, 1.4526], [1.2644, -1.4266, -1.2738], [-2.8078, -0.9821, 1.8314], [2.6546, -0.3773, 1.3049], [-1.4785, 1.6480, -0.3757], [-2.0963, 0.2202, 2.8381], [1.3582, 1.5423, -2.6380], [-2.3830, -0.0416, 1.8003], [-0.8717, 0.7705, -0.1018], [-3.2368, 0.5229, 1.4972], [0.5205, 1.6776, -1.8848], [2.8873, -0.1530, -0.8647], [1.4548, -0.7754, 0.8271], [-0.3674, 2.1664, -2.3447], [3.4503, -0.0305, 0.3340], [1.5016, -0.5614, -0.6087], [-1.1367, -0.0521, 1.0186], [4.5008, 0.4311, 0.6140], [3.1018, 0.3413, -1.6918], [0.2354, 0.7403, -0.9929]], "homo_energy_ha": -0.4342, "smiles": "C=C(/C=C/C)[C@H]1[NH+]=CNO1", "multiplicity": 1, "de_lowest_kj_mol": 524.3, "total_charge": 1, "lumo_energy_ev": -3.781}



{"formula": "CCl2FO2S", "method": "ωB97M-V/def2-TZVPD", "symbols": ["C", "Cl", "F", "Cl", "O", "O", "S"], "xyz": [[0.3811, -0.5340, -0.2751], [0.1463, -1.1956, -1.8383], [1.7384, -0.4217, -0.0249], [-0.1738, -2.0182, 0.9853], [0.1757, 1.6637, 1.2531], [-1.8851, 1.2054, -0.0700], [-0.3826, 1.3004, -0.0302]], "homo_energy_ha": -0.1556, "multiplicity": 1, "de_lowest_kj_mol": 28.3, "total_charge": -1, "lumo_energy_ev": 3.385}



{"formula": "C5H11NO", "method": "ωB97M-V/def2-TZVPD", "symbols": ["H", "C", "H", "N", "H", "H", "O", "H", "H", "H", "H", "C", "H", "C", "C", "H", "C", "H"], "xyz": [[1.1872, 0.0330, 1.9921], [-0.8481, 2.1085, 1.0702], [1.8288, -0.4262, -1.7940], [1.0953, 0.2109, -0.0303], [-0.9593, -0.0262, 1.5296], [-1.0570, 2.7776, 0.2359], [-1.7811, 0.3237, -0.2806], [0.2357, 0.2978, -1.9132], [0.7403, -2.5357, -0.8066], [-0.8437, -1.7425, -1.0255], [-1.4959, 2.3463, 1.9199], [0.1901, -1.7840, -1.3826], [0.1930, 2.2303, 1.3876], [-1.2023, 0.6921, 0.7152], [1.0047, -0.4663, 1.0346], [0.6967, -1.5159, 1.0970], [0.8402, -0.4052, -1.3244], [0.1756, -2.1181, -2.4249]], "homo_energy_ha": -0.3529, "smiles": "C=NCC.CC=O", "multiplicity": 1, "de_lowest_kj_mol": 235.5, "lumo_energy_ev": 0.973}



{"formula": "C6H14ClFNO4P", "method": "ωB97M-V/def2-TZVPD", "symbols": ["H", "O", "C", "H", "F", "H", "H", "H", "O", "C", "C", "O", "H", "C", "H", "O", "H", "P", "H", "Cl", "H", "C", "H", "N", "C", "H", "H", "H"], "xyz": [[-0.2171, -3.5118, 1.4816], [-1.6289, 0.4906, 1.7116], [-1.2434, -0.3793, -1.6073], [-0.2454, 0.0172, -1.7096], [-2.7614, 2.8209, 1.7384], [3.4430, 0.4650, -0.8483], [0.8206, 2.4356, 1.7902], [2.6846, 2.6262, 0.4319], [-2.1108, 0.4385, -0.7751], [0.9184, 1.5745, 1.1553], [2.4404, 0.8309, -0.7375], [-0.0607, 1.6557, 0.0941], [0.6365, -2.5613, -0.3498], [-0.2896, -2.1232, -0.0175], [-0.0628, -1.2316, 0.5543], [-2.4083, 2.5409, 0.4269], [-1.6781, -0.3460, -2.5910], [-1.5037, 1.1645, 0.4553], [2.9532, 1.1026, 1.2490], [2.0915, 1.8132, -2.1772], [-0.8497, -2.3589, -2.0363], [-1.2189, -1.8168, -1.1756], [-1.5338, -2.5892, 1.5023], [-0.9261, -3.1120, 0.8799], [2.3200, 1.6193, 0.5405], [0.8353, 0.6651, 1.7185], [-2.2101, -2.1968, -1.0074], [1.8053, -0.0337, -0.6972]], "homo_energy_ha": -0.3544, "smiles": "NCCCO[P@](=O)(OF)OCCCCl", "multiplicity": 1, "de_lowest_kj_mol": 0.0, "lumo_energy_ev": 0.604}